DFT (the ωB97M-V functional and the def2-TZVPD basis) results for C28H18Cl4FeN2O2Te as an isolated structure.

Output
HOMO level (spin up / spin down)   -10.5 / -11.1 eV
Frontier orbital gap (spin up / spin down)   6.917 / 6.586 eV
Spin multiplicity   2
Charge   +1

Each line ends with the natural charge from an NBO analysis.
Atoms and positions in Å:
Fe (-0.21038, 0.96663, -1.08971)  1.104
Cl (3.13609, 1.90415, 4.64513)  0.103
C (2.73406, 1.73329, 2.99546)  -0.057
C (3.78535, 1.67995, 2.01110)  -0.053
Cl (5.41072, 1.81311, 2.51656)  0.104
C (3.49455, 1.51353, 0.68277)  -0.145
Cl (4.72064, 1.45840, -0.51607)  0.072
C (2.15071, 1.35952, 0.26693)  0.321
O (1.79569, 1.13699, -0.92964)  -0.655
C (1.09252, 1.43951, 1.25678)  0.395
O (-0.08686, 1.29659, 0.82870)  -0.632
C (1.42142, 1.63736, 2.61900)  -0.157
Cl (0.13737, 1.72790, 3.75275)  0.072
C (-4.52998, 0.35623, -1.22090)  -0.237
C (-5.01090, 1.65189, -1.13381)  -0.120
C (-4.12392, 2.70966, -1.24273)  -0.211
C (-2.77516, 2.44903, -1.40633)  0.189
N (-2.31397, 1.19784, -1.50083)  -0.505
C (-3.17415, 0.17788, -1.42384)  0.089
C (-1.73234, 3.49999, -1.42426)  0.170
C (-1.99746, 4.85620, -1.39001)  -0.208
C (-0.94020, 5.74768, -1.29420)  -0.125
C (0.35523, 5.26235, -1.24706)  -0.230
C (0.54305, 3.89472, -1.33239)  0.080
N (-0.47926, 3.04154, -1.42347)  -0.471
H (-5.18256, -0.50071, -1.13659)  0.243
H (-6.06478, 1.84128, -0.97925)  0.240
H (-4.48491, 3.72598, -1.18335)  0.233
H (-2.75559, -0.81257, -1.53411)  0.213
H (-3.01001, 5.22769, -1.43252)  0.232
H (-1.13083, 6.81220, -1.25012)  0.240
H (1.20560, 5.92219, -1.15413)  0.245
H (1.53308, 3.45502, -1.33058)  0.230
Te (0.26647, -1.59102, -1.09843)  0.525
C (-0.29280, -3.62604, -1.30185)  -0.240
C (0.58957, -4.43698, -1.99677)  -0.241
C (0.33038, -5.79911, -2.07502)  -0.182
C (-0.80094, -6.33209, -1.46962)  -0.188
C (-1.68009, -5.50302, -0.78449)  -0.218
C (-1.43126, -4.14021, -0.69686)  -0.176
C (1.28304, -1.82465, 0.73971)  -0.275
C (2.67075, -1.91433, 0.74509)  -0.244
C (3.34247, -2.02661, 1.95813)  -0.197
C (2.62892, -2.04539, 3.14985)  -0.196
C (1.24099, -1.96318, 3.13457)  -0.222
C (0.56200, -1.84750, 1.92830)  -0.175
H (1.46881, -4.01768, -2.46881)  0.233
H (1.01717, -6.44237, -2.61149)  0.228
H (-0.99849, -7.39376, -1.53474)  0.229
H (-2.56389, -5.91719, -0.31421)  0.226
H (-2.11589, -3.49724, -0.15935)  0.210
H (3.22396, -1.89461, -0.18613)  0.233
H (4.42460, -2.09733, 1.96635)  0.229
H (3.15534, -2.12401, 4.09392)  0.229
H (0.68370, -1.98182, 4.06367)  0.229
H (-0.51764, -1.76685, 1.91895)  0.216



DFT (the ωB97M-V functional and the def2-TZVPD basis) results for C28H19BrGaN3O2Se as an isolated structure.

Output
HOMO level   -8.1 eV
Frontier orbital gap   7.944 eV

Each line ends with the natural charge from an NBO analysis.
Atoms and positions in Å:
Ga (0.28566, -0.11229, 0.37570)  1.400
O (-0.75099, 0.13072, -3.57839)  -0.543
C (-0.20152, -0.00852, -2.51077)  0.658
N (-0.42467, 0.66359, -1.33199)  -0.857
C (-1.35158, 1.67787, -1.26609)  0.658
O (-2.07954, 2.09449, -2.13638)  -0.543
C (-1.39170, 2.31845, 0.10663)  0.144
C (-1.96200, 3.56768, 0.28491)  -0.204
C (-1.92822, 4.12550, 1.55024)  -0.149
C (-1.33963, 3.41733, 2.59056)  -0.243
C (-0.79973, 2.17347, 2.32502)  0.072
N (-0.83309, 1.64016, 1.10510)  -0.501
C (0.90561, -1.03456, -2.37511)  0.142
C (1.53605, -1.54459, -3.49777)  -0.207
C (2.57007, -2.44474, -3.31260)  -0.149
C (2.92789, -2.81439, -2.02177)  -0.242
C (2.24002, -2.26204, -0.95822)  0.071
N (1.24976, -1.39029, -1.14062)  -0.497
H (-2.40356, 4.06501, -0.56647)  0.253
H (-2.35037, 5.10605, 1.72765)  0.225
H (-1.29261, 3.82176, 3.59165)  0.229
H (-0.31994, 1.58060, 3.09450)  0.220
H (1.20616, -1.21865, -4.47365)  0.253
H (3.09946, -2.85302, -4.16361)  0.225
H (3.72914, -3.51595, -1.83830)  0.230
H (2.48080, -2.50619, 0.06949)  0.220
Br (1.40168, -1.36150, 3.05736)  0.117
C (-0.14146, -2.45573, 3.11366)  -0.073
C (-0.23099, -3.30604, 4.17542)  -0.242
C (-1.34323, -4.16080, 4.30055)  -0.211
C (-2.31806, -4.12595, 3.35363)  -0.169
C (-2.23472, -3.24546, 2.24615)  -0.085
C (-3.27734, -3.24998, 1.28919)  -0.176
C (-3.22291, -2.41677, 0.21943)  -0.226
C (-2.12314, -1.54594, 0.06607)  -0.151
C (-1.06984, -1.48066, 0.95175)  -0.532
C (-1.12605, -2.36395, 2.08464)  -0.014
H (0.55385, -3.32111, 4.91847)  0.227
H (-1.40943, -4.83374, 5.14494)  0.219
H (-3.18253, -4.77456, 3.42788)  0.212
H (-4.11008, -3.92826, 1.43127)  0.210
H (-4.01381, -2.41050, -0.51974)  0.217
H (-2.13931, -0.90652, -0.80683)  0.206
Se (2.36265, 0.96211, 0.89719)  -0.188
C (2.27611, 2.11351, -0.63279)  -0.173
C (2.75301, 1.68775, -1.87032)  -0.264
C (2.73275, 2.54291, -2.96195)  -0.151
C (2.24233, 3.83469, -2.82842)  -0.235
C (1.76783, 4.26422, -1.59839)  -0.195
C (1.78254, 3.40801, -0.50461)  -0.252
H (3.14255, 0.68277, -1.97435)  0.215
H (3.10974, 2.20184, -3.91811)  0.206
H (2.22768, 4.50166, -3.68045)  0.214
H (1.38602, 5.27130, -1.48597)  0.212
H (1.40273, 3.73923, 0.45459)  0.218



DFT (the ωB97M-V functional and the def2-TZVPD basis) results for C28H19Cl2CrN5O2Se2 as an isolated structure.

Output
HOMO level (spin up / spin down)   -6.4 / -7.5 eV
Frontier orbital gap (spin up / spin down)   6.496 / 7.438 eV
Spin multiplicity   5

Each line ends with the natural charge from an NBO analysis.
Atoms and positions in Å:
Cr (-0.20781, 0.41399, 0.04429)  1.274
O (-1.42880, 0.32360, -1.54853)  -0.814
C (-1.75288, 1.26017, -2.38806)  0.377
C (-1.92092, 0.94556, -3.75695)  -0.250
C (-2.23009, 1.90849, -4.69293)  -0.192
C (-2.39949, 3.24341, -4.31937)  -0.287
C (-2.27392, 3.57607, -2.98641)  -0.162
C (-1.96187, 2.61991, -2.01688)  -0.232
C (-1.90039, 2.99500, -0.60578)  0.391
N (-1.21642, 2.38007, 0.33752)  -0.562
C (-1.50840, 3.02044, 1.52616)  -0.092
C (-2.37382, 4.03993, 1.29733)  -0.093
N (-2.61306, 4.01506, -0.06109)  -0.515
H (-1.76401, -0.08741, -4.04423)  0.214
H (-2.34524, 1.62187, -5.73203)  0.209
H (-2.62752, 4.00109, -5.05669)  0.211
H (-2.39866, 4.61347, -2.68838)  0.194
H (-1.05985, 2.71328, 2.45746)  0.220
H (-2.82757, 4.76222, 1.95252)  0.223
H (-3.26085, 4.59586, -0.56307)  0.423
Se (2.79321, -1.65657, -0.98228)  0.227
Se (1.40090, -1.12176, -2.75040)  0.253
C (1.45544, 0.78175, -2.52064)  0.079
C (1.72809, 1.56575, -3.63106)  -0.267
C (1.83035, 2.93694, -3.47129)  -0.133
C (1.73448, 3.46035, -2.19058)  -0.246
C (1.46647, 2.59396, -1.14522)  0.069
N (1.25736, 1.28511, -1.31324)  -0.530
C (1.57042, -2.61482, 0.15859)  0.070
C (2.12242, -3.49928, 1.08128)  -0.271
C (1.26536, -4.15912, 1.94176)  -0.147
C (-0.10282, -3.97000, 1.80308)  -0.270
C (-0.54519, -3.09734, 0.82362)  0.064
N (0.27524, -2.39256, 0.04444)  -0.482
H (1.85743, 1.09481, -4.59576)  0.235
H (2.02377, 3.57934, -4.32069)  0.225
H (1.85368, 4.51764, -2.00030)  0.227
H (1.38611, 2.95071, -0.12677)  0.213
H (3.19403, -3.64451, 1.12410)  0.229
H (1.65879, -4.81836, 2.70552)  0.223
H (-0.81019, -4.48369, 2.44014)  0.226
H (-1.60588, -2.94134, 0.65464)  0.198
Cl (3.15079, -0.65143, 3.56213)  0.010
C (1.42717, -0.79916, 3.65847)  -0.123
C (0.84055, -1.33963, 4.81745)  -0.196
C (-0.50865, -1.50974, 4.91797)  -0.095
Cl (-1.18792, -2.17770, 6.38049)  -0.016
C (-1.35962, -1.18068, 3.83635)  -0.040
C (-2.76135, -1.35369, 3.80068)  -0.138
C (-3.45228, -1.02056, 2.67151)  -0.262
C (-2.75767, -0.53536, 1.54776)  0.066
N (-1.45963, -0.35954, 1.55297)  -0.483
C (-0.75395, -0.65372, 2.68034)  0.095
C (0.66266, -0.39885, 2.57456)  0.319
O (1.11545, 0.13816, 1.48981)  -0.774
H (1.47815, -1.62125, 5.64486)  0.239
H (-3.27283, -1.75131, 4.66739)  0.233
H (-4.52624, -1.13525, 2.62255)  0.226
H (-3.26654, -0.29736, 0.61979)  0.217



DFT (the ωB97M-V functional and the def2-TZVPD basis) results for C28H19ClN6O4PtS6 as an isolated structure.

Output
HOMO level (spin up / spin down)   -6.4 / -8.3 eV
Frontier orbital gap (spin up / spin down)   6.195 / 5.931 eV
Spin multiplicity   5

Each line ends with the natural charge from an NBO analysis.
Atoms and positions in Å:
Pt (0.18460, 1.05851, 0.10155)  0.812
S (3.48934, -3.55537, 4.46066)  0.054
C (2.84877, -2.42880, 3.48200)  -0.582
S (3.30776, -2.22793, 1.81882)  0.523
C (2.24412, -0.91712, 1.43642)  -0.422
C (1.44366, -0.45979, 2.49810)  -0.394
S (0.38031, 0.85725, 2.40842)  -0.017
S (1.62485, -1.30689, 3.99014)  0.538
S (2.21692, -0.27290, -0.12130)  0.068
N (-0.43394, 2.34058, -3.94084)  -0.590
C (-0.75885, 1.22997, -4.71819)  0.251
C (-0.57881, 1.26137, -6.09980)  -0.260
C (-0.88903, 0.15325, -6.86453)  -0.167
C (-1.36508, -1.01161, -6.27308)  -0.233
C (-1.55105, -1.05223, -4.90342)  -0.142
C (-1.25975, 0.06655, -4.13740)  -0.339
S (-1.62999, 0.08864, -2.40571)  1.318
N (-0.43466, 1.13749, -1.90994)  -0.896
C (-0.05031, 2.21700, -2.62144)  0.358
C (0.75616, 3.17250, -1.97422)  0.057
C (1.29379, 4.33829, -2.57857)  -0.230
C (2.06572, 5.18962, -1.83982)  -0.164
C (2.32761, 4.90741, -0.48628)  -0.305
C (1.78878, 3.75972, 0.05098)  0.073
N (1.03314, 2.91842, -0.65098)  -0.499
H (-0.07053, 3.13203, -4.44291)  0.405
H (-0.18014, 2.15522, -6.56505)  0.213
H (-0.74346, 0.19405, -7.93593)  0.222
H (-1.59633, -1.87780, -6.87644)  0.226
H (-1.92618, -1.93911, -4.41673)  0.243
H (1.09930, 4.56120, -3.61917)  0.202
H (2.47652, 6.07908, -2.29880)  0.221
H (2.93770, 5.55728, 0.12211)  0.228
H (1.96202, 3.47858, 1.08289)  0.216
N (-5.13226, -2.55863, 0.51272)  -0.818
C (-3.78348, -2.39171, 0.57854)  0.678
O (-3.16750, -2.54839, 1.62120)  -0.632
C (-3.12124, -2.04697, -0.70062)  -0.522
C (-1.76250, -1.85796, -0.83313)  0.700
N (-1.09559, -1.32771, -1.88662)  -0.877
C (-3.94174, -1.82425, -1.84096)  0.286
N (-4.64697, -1.69916, -2.74495)  -0.362
H (-5.61349, -2.67064, 1.38853)  0.409
H (-5.66054, -2.29844, -0.30225)  0.408
C (0.76244, -7.68142, 1.77253)  -0.626
C (1.41055, -6.74959, 0.79138)  -0.058
C (2.76258, -6.81850, 0.50113)  -0.217
C (3.34133, -5.92761, -0.39206)  -0.039
Cl (5.04632, -6.03740, -0.72661)  -0.012
C (2.58543, -4.95355, -1.00887)  -0.228
C (1.22649, -4.86941, -0.72873)  -0.302
C (0.64820, -5.76261, 0.15889)  0.366
O (-0.68446, -5.75965, 0.47784)  -0.489
C (-1.41941, -4.62734, 0.11403)  -0.192
C (-0.88805, -3.39785, 0.84998)  0.818
O (-0.30549, -3.44130, 1.88100)  -0.527
O (-0.88435, -2.20559, 0.14212)  -0.536
H (1.49439, -8.37337, 2.18557)  0.214
H (-0.03584, -8.25612, 1.30088)  0.224
H (0.30839, -7.11925, 2.58983)  0.234
H (3.37749, -7.56808, 0.98200)  0.225
H (3.04560, -4.26078, -1.69973)  0.230
H (0.64682, -4.09451, -1.21320)  0.223
H (-2.44372, -4.80924, 0.43050)  0.241
H (-1.40791, -4.46823, -0.96721)  0.193